# 1
Density functional theory data (ωB97M-V/def2-TZVPD) for a molecular structure, C25H33N5O4SbSiTl.

Geometry as XYZ:
```
70
Properties=species:S:1:pos:R:3
Tl -0.61 -0.29 -0.19
Sb 1.75 3.42 0.23
Si -3.66 -2.59 -1.40
O -2.79 -1.34 -1.79
O -0.89 2.09 3.85
O -0.41 1.57 1.73
O 1.09 -2.33 3.65
N 2.15 1.08 -1.72
N 1.29 -2.28 0.20
N 2.92 0.95 1.59
N -0.69 2.64 -1.45
N -0.37 -1.14 2.26
C 2.07 -0.91 -3.10
C -2.90 3.53 -1.28
C 2.83 0.46 3.94
C 0.49 -2.09 2.56
C 2.19 1.67 4.18
C -0.33 3.37 -0.40
C -5.45 -2.55 -2.07
C 0.83 -3.03 1.38
C 3.78 0.92 -3.45
C -1.97 2.69 -1.88
C 1.92 2.51 3.12
C -0.70 1.27 2.93
C 2.26 2.09 1.84
C 3.75 2.82 -2.02
C 4.32 2.13 -3.08
C 2.69 0.42 -2.74
C -2.98 -4.24 -2.09
C 3.92 -1.14 2.36
C 2.65 2.27 -1.37
C -0.73 -0.22 3.32
C -2.50 4.31 -0.20
C -1.20 4.23 0.26
C 3.20 0.15 2.63
C -2.34 1.75 -2.99
C -3.85 -2.90 0.46
H -4.04 -1.95 0.97
H 4.25 -1.18 1.32
H -3.67 -5.09 -1.91
H 4.15 3.78 -1.69
H -3.22 4.96 0.30
H -6.00 -3.47 -1.84
H -0.07 -3.57 1.10
H 1.70 -2.88 -0.50
H -1.76 -0.42 3.65
H 3.01 -0.25 4.73
H -4.68 -3.58 0.70
H 1.36 3.42 3.26
H 1.82 -0.94 -4.16
H -2.81 -4.16 -3.17
H -3.92 3.55 -1.64
H 1.57 -3.75 1.75
H 1.97 -1.57 0.45
H 1.86 1.93 5.18
H -0.87 4.78 1.13
H -6.00 -1.70 -1.65
H -3.27 2.06 -3.48
H -1.53 1.72 -3.73
H -2.47 0.73 -2.61
H 5.18 2.54 -3.61
H -5.44 -2.42 -3.16
H -2.93 -3.31 0.89
H 1.16 -1.07 -2.52
H -2.02 -4.49 -1.62
H 3.25 -1.98 2.58
H -0.09 -0.34 4.19
H 4.18 0.36 -4.29
H 2.77 -1.73 -2.90
H 4.80 -1.24 3.01
```

For the maximum force, the calculation gives 0.53 eV Å⁻¹. The orbital gap comes out at 5.981 eV. Its net charge is -2.

Atomic partial charges in e from the natural (NBO) method, atoms 1 to 2:
1 Tl 0.801
2 Sb 0.997

---

# 2
Density functional theory data (ωB97M-V/def2-TZVPD) for a molecular structure, C25H34AsBClN9O4Si2Ta.

Geometry as XYZ:
```
78
Properties=species:S:1:pos:R:3
Ta -19.17 -2.56 -2.82
As -19.87 -0.01 -3.00
Cl -21.44 -3.40 -1.18
Si -21.19 0.95 -1.35
Si -19.27 1.76 -4.52
O -21.21 -3.63 0.18
O -20.91 -2.09 -1.63
O -22.75 -3.60 -1.44
O -20.49 -4.09 -2.18
N -17.07 -2.06 -5.21
N -17.51 -4.52 -4.98
N -18.24 -4.44 -3.82
N -13.29 -2.76 2.07
N -19.82 -2.50 -4.71
N -16.07 -4.21 -7.60
N -17.53 -1.56 -4.02
N -17.09 -3.43 -7.21
N -19.27 -2.89 -5.87
C -18.61 0.92 -6.10
C -20.72 2.91 -4.80
C -21.17 2.80 -1.46
C -15.50 -0.72 -4.48
C -16.42 -2.52 -9.15
C -20.17 -2.74 -6.86
C -16.62 -2.26 0.72
C -16.33 -3.74 -1.66
C -17.51 -2.99 -1.50
C -15.88 -1.57 -5.50
C -17.67 -2.37 -0.22
C -23.09 0.59 -1.67
C -17.27 -2.38 -8.11
C -14.23 -2.83 1.38
C -21.33 -2.36 -6.29
C -15.41 -2.87 0.48
C -20.33 0.46 0.23
C -18.39 -5.65 -3.33
C -17.80 2.47 -3.61
C -21.11 -2.19 -4.98
C -16.58 -0.69 -3.60
C -15.68 -3.70 -8.80
C -15.31 -3.64 -0.72
C -17.11 -5.78 -5.14
C -17.65 -6.55 -4.11
B -17.69 -3.29 -5.86
H -14.38 -4.13 -0.85
H -19.15 1.43 -6.97
H -19.90 -2.96 -7.88
H -23.46 -0.50 -1.68
H -16.61 -0.29 -2.59
H -16.15 -4.25 -2.56
H -20.85 -0.31 0.76
H -16.95 1.92 -4.05
H -14.54 -0.26 -4.31
H -21.80 3.12 -2.27
H -14.81 -4.24 -9.22
H -20.43 3.66 -5.53
H -16.39 -1.93 -10.06
H -21.55 2.46 -5.23
H -21.17 3.45 -4.00
H -22.26 -2.30 -6.76
H -16.37 -6.06 -5.88
H -15.37 -1.91 -6.41
H -23.73 1.18 -0.99
H -23.19 0.97 -2.65
H -20.11 1.32 0.87
H -18.95 -5.82 -2.42
H -20.31 3.50 -1.42
H -19.32 0.03 0.05
H -21.64 2.98 -0.45
H -17.51 1.04 -6.26
H -18.86 -0.09 -6.21
H -18.64 -1.87 0.06
H -17.84 2.54 -2.50
H -18.15 -1.71 -8.07
H -17.69 3.57 -3.93
H -17.45 -7.60 -3.93
H -16.77 -1.65 1.59
H -21.80 -1.84 -4.19
```

For the maximum force, the calculation gives 4.41 eV Å⁻¹. Its spin multiplicity is 2. The orbital gap (spin up / spin down) comes out at 6.692 / 6.044 eV. Its net charge is +2. As for the expectation value of S²: 0.754.

Atomic partial charges in e from the Mulliken method, atoms 1 to 2:
1 Ta 0.834
2 As 0.457

---

Q: Which value of net charge does entry 2 give?
A: +2